Record 1
Below is one molecule with the formula C4H5ClN2 at a distorted geometry, with properties calculated with the ωB97M-V functional and the def2-TZVPD basis.

Each atom is followed by the atoms it is bonded to, with distances in Å.
Element x y z (Å)
1 C 0.63891 -1.94954 1.51285  N2 1.273, H8 1.112, H9 1.096
2 N 1.30592 -1.31569 0.63346  C1 1.273, N3 1.374
3 N 0.68022 -1.22542 -0.58684  N2 1.374, C4 1.276
4 C 0.10612 -0.16573 -1.00550  N3 1.276, C5 1.489, H10 1.098
5 C -0.17958 1.11650 -0.30405  C4 1.489, C6 1.327, Cl7 1.724
6 C -1.01284 1.95560 -0.90713  C5 1.327, H11 1.076, H12 1.067
7 Cl 0.68936 1.66076 1.08194  C5 1.724
8 H -0.41121 -2.31202 1.45472  C1 1.112
9 H 1.14884 -2.11604 2.46869  C1 1.096
10 H -0.26968 -0.23174 -2.03464  C4 1.098
11 H -1.22156 2.92555 -0.49180  C6 1.076
12 H -1.47449 1.65777 -1.82169  C6 1.067

The structure (SMILES) is C=N/N=C\C(=C)Cl. The value obtained for the relative energy (zero: lowest compared OMol25 entry of this formula, charge and spin) is 66.4 kcal/mol. The calculation puts the gap between HOMO and LUMO at 9.8128 eV. The calculation puts the LUMO energy at 0.0144 Ha. Its total energy is -725.02986 a.u.



Record 2
Below is a 14-piece molecular cluster, C4H35N2O14S overall at a distorted geometry, with properties calculated with the ωB97M-V functional and the def2-TZVPD basis.

Each atom is followed by the atoms it is bonded to, with distances in Å.
Element x y z (Å)
1 O 1.36933 0.23469 2.13884  C2 1.237
2 C 0.16319 0.33127 1.87999  O1 1.237, N3 1.377, C6 1.533
3 N -0.75828 0.13907 2.88460  C2 1.377, C4 1.468, H9 1.008
4 C -2.16173 -0.05415 2.50129  N3 1.468, N5 1.454, H10 1.058, H11 1.093
5 N -2.71845 -1.39445 2.41192  C4 1.454, H12 1.012, H13 1.018
6 C -0.23405 0.68482 0.44213  C2 1.533, C7 1.507, H14 1.081, H15 1.098
7 C 0.13847 -0.42890 -0.50210  C6 1.507, S8 1.839, H16 1.093, H17 1.073
8 S -0.42406 -2.10371 0.00854  C7 1.839
9 H -0.57490 -0.41778 3.70412  N3 1.008
10 H -2.45018 0.49326 1.64344  C4 1.058
11 H -2.68696 0.40822 3.34126  C4 1.093
12 H -2.19095 -2.06914 2.95187  N5 1.012
13 H -2.62694 -1.67939 1.43924  N5 1.018
14 H -1.28395 0.93533 0.39208  C6 1.081
15 H 0.35903 1.58421 0.23085  C6 1.098
16 H -0.32697 -0.28091 -1.47940  C7 1.093
17 H 1.19597 -0.48005 -0.67703  C7 1.073
18 H 3.94043 0.06495 0.05300  O20 0.966
19 H 2.58300 0.26060 0.59671  O20 0.970
20 O 3.14103 0.57567 -0.13157  H18 0.966, H19 0.970
21 H -0.32532 -2.02637 -3.18028  O23 0.965
22 H -1.26518 -2.54864 -2.11609  O23 0.987
23 O -1.26813 -2.06901 -2.97857  H21 0.965, H22 0.987
24 H 0.21681 3.89857 -0.50265  O26 0.961
25 H 1.25228 3.67307 -1.56847  O26 0.980
26 O 0.29462 3.85275 -1.45969  H24 0.961, H25 0.980
27 H 1.78637 -2.35808 2.24616  O29 0.965
28 H 1.54714 -1.25651 3.23282  O29 0.978
29 O 1.93641 -2.15207 3.17680  H27 0.965, H28 0.978
30 H 1.60599 0.89000 4.36372  O32 0.956
31 H 0.68991 2.02815 3.86410  O32 0.956
32 O 0.95056 1.52987 4.63718  H30 0.956, H31 0.956
33 H -4.69720 -0.56418 0.16816  O35 0.967
34 H -4.45751 -0.55376 1.65392  O35 0.966
35 O -4.38798 0.01590 0.87679  H33 0.967, H34 0.966
36 H -0.22909 2.33254 -2.55285  O38 0.975
37 H -0.71099 3.25518 -3.56805  O38 0.964
38 O -0.81323 2.32596 -3.33408  H36 0.975, H37 0.964
39 H 2.52071 0.49885 -3.58954  O41 0.965
40 H 1.21043 1.27821 -3.72038  O41 0.964
41 O 2.16112 1.39428 -3.60817  H39 0.965, H40 0.964
42 H -4.43306 -0.62631 -1.89731  O44 0.971
43 H -3.39982 -1.45021 -1.23386  O44 0.953
44 O -4.30789 -1.51161 -1.51775  H42 0.971, H43 0.953
45 H 3.01627 2.32811 -0.82342  O47 0.967
46 H 3.17436 2.40341 -2.30059  O47 0.976
47 O 2.98426 2.98042 -1.53612  H45 0.967, H46 0.976
48 H 3.56773 -0.30987 2.10292  O50 0.970
49 H 3.89637 -1.61700 2.55087  O50 0.973
50 O 4.27042 -0.95843 1.93960  H48 0.970, H49 0.973
51 H 2.41591 -2.64506 -2.30874  O53 0.962
52 H 1.77836 -1.43517 -1.75448  O53 0.969
53 O 2.16508 -1.75783 -2.58215  H51 0.962, H52 0.969
54 H -2.57141 0.97913 -2.98103  O56 0.961
55 H -2.35137 -0.54914 -3.15458  O56 0.971
56 O -3.03062 0.14346 -3.10405  H54 0.961, H55 0.971

The value obtained for the relative energy (zero: lowest compared OMol25 entry of this formula, charge and spin) is 5.1 kcal/mol. The calculation puts the gap between HOMO and LUMO at 7.2117 eV. As for the charge: -1. The calculation puts the LUMO energy at 0.0907 Ha. Its total energy is -1734.58932 a.u.



Record 3
Below is a 13-piece molecular cluster, C45H120N7O19 overall at a distorted geometry, with properties calculated with the ωB97M-V functional and the def2-TZVPD basis.

Each atom is followed by the atoms it is bonded to, with distances in Å.
Element x y z (Å)
1 C 1.78123 2.21594 0.38443  C2 1.523, H12 1.097, H13 1.089, H14 1.095
2 C 2.12836 1.00893 -0.47764  C1 1.523, C3 1.550, N7 1.475, C11 1.542
3 C 2.66781 -0.06483 0.50160  C2 1.550, C4 1.511, H15 1.094, H16 1.096
4 C 1.62212 -0.61692 1.44284  C3 1.511, C5 1.539, H17 1.101, H18 1.096
5 C 0.30314 -0.97410 0.73439  C4 1.539, C6 1.592, H19 1.095, H20 1.087
6 C -0.14448 -0.01025 -0.45087  C5 1.592, N7 1.473, C9 1.529, C10 1.539
7 N 1.06316 0.31655 -1.22760  C2 1.475, C6 1.473, O8 1.389
8 O 0.76557 1.00257 -2.39783  N7 1.389
9 C -0.95884 1.17981 0.05807  C6 1.529, H21 1.092, H22 1.094, H23 1.091
10 C -1.05203 -0.95901 -1.25406  C6 1.539, H24 1.093, H25 1.093, H26 1.093
11 C 3.32383 1.31125 -1.40317  C2 1.542, H27 1.091, H28 1.101, H29 1.092
12 H 2.66044 2.85940 0.51544  C1 1.097
13 H 1.39325 1.98051 1.37385  C1 1.089
14 H 1.10808 2.91833 -0.11872  C1 1.095
15 H 3.53669 0.37930 0.99691  C3 1.094
16 H 2.88341 -0.97408 -0.07163  C3 1.096
17 H 1.42612 0.13864 2.21877  C4 1.101
18 H 2.18127 -1.38375 1.99196  C4 1.096
19 H -0.35440 -0.82235 1.59714  C5 1.095
20 H 0.27424 -2.02810 0.47033  C5 1.087
21 H -0.74479 1.56186 1.05808  C9 1.092
22 H -1.99048 0.82712 -0.03226  C9 1.094
23 H -0.87492 2.10287 -0.51805  C9 1.091
24 H -0.49030 -1.86149 -1.50878  C10 1.093
25 H -1.34562 -0.50803 -2.20566  C10 1.093
26 H -1.94847 -1.25519 -0.70342  C10 1.093
27 H 4.21990 1.49377 -0.80749  C11 1.091
28 H 3.09232 2.22534 -1.97166  C11 1.101
29 H 3.52402 0.73118 -2.30697  C11 1.092
30 C -6.48578 3.98488 2.50367  C31 1.528, H36 1.098, H37 1.089, H38 1.095
31 C -5.27856 3.52188 1.69008  C30 1.528, C32 1.503, N35 1.463, H39 1.098
32 C -3.97329 4.22581 1.93567  C31 1.503, O33 1.401, H40 1.104, H41 1.105
33 O -3.17860 4.19314 0.78271  C32 1.401, C34 1.437
34 C -1.78242 4.35684 1.08283  O33 1.437, H42 1.093, H43 1.095, H44 1.083
35 N -5.14610 2.06832 1.78616  C31 1.463, H45 1.017, H46 1.019
36 H -6.28851 4.13325 3.57376  C30 1.098
37 H -7.34487 3.31741 2.45203  C30 1.089
38 H -6.82063 4.98599 2.21108  C30 1.095
39 H -5.59906 3.74284 0.66367  C31 1.098
40 H -3.52323 3.81423 2.85575  C32 1.104
41 H -4.07243 5.28920 2.21982  C32 1.105
42 H -1.57764 5.37183 1.43202  C34 1.093
43 H -1.38026 4.42847 0.06650  C34 1.095
44 H -1.39727 3.46220 1.55625  C34 1.083
45 H -5.89112 1.60926 2.30385  N35 1.017
46 H -4.36582 1.78734 2.37775  N35 1.019
47 C 5.31131 -1.70110 -1.54313  C48 1.551, H53 1.100, H54 1.103, H55 1.084
48 C 4.76257 -1.69541 -2.99416  C47 1.551, C49 1.517, N52 1.469, H56 1.091
49 C 5.35338 -2.86537 -3.75775  C48 1.517, O50 1.418, H57 1.093, H58 1.097
50 O 5.34459 -2.62170 -5.15486  C49 1.418, C51 1.419
51 C 6.58712 -2.25919 -5.73585  O50 1.419, H59 1.096, H60 1.091, H61 1.093
52 N 3.30545 -1.82494 -2.86233  C48 1.469, H62 1.018, H63 1.022
53 H 6.38203 -1.54557 -1.34248  C47 1.100
54 H 5.30001 -2.75140 -1.20571  C47 1.103
55 H 4.69705 -1.15036 -0.83983  C47 1.084
56 H 5.00284 -0.78648 -3.54825  C48 1.091
57 H 4.78379 -3.78681 -3.61330  C49 1.093
58 H 6.34336 -3.06384 -3.32904  C49 1.097
59 H 6.78612 -1.18265 -5.78239  C51 1.096
60 H 6.50975 -2.60369 -6.76834  C51 1.091
61 H 7.35953 -2.77424 -5.15858  C51 1.093
62 H 3.15467 -2.70533 -2.37329  N52 1.018
63 H 2.89059 -1.14474 -2.22259  N52 1.022
64 C 0.06683 1.23693 7.77228  C65 1.543, H70 1.090, H71 1.087, H72 1.096
65 C -1.31399 0.74897 7.28516  C64 1.543, C66 1.514, N69 1.487, H73 1.088
66 C -1.27584 0.17113 5.88624  C65 1.514, O67 1.425, H74 1.097, H75 1.095
67 O -1.38399 1.17956 4.88525  C66 1.425, C68 1.405
68 C -1.74152 0.69698 3.61478  O67 1.405, H76 1.094, H77 1.091, H78 1.093
69 N -1.64329 -0.34166 8.24086  C65 1.487, H79 1.008, H80 1.012
70 H 0.75750 0.41188 7.94654  C64 1.090
71 H -0.03283 1.81417 8.68799  C64 1.087
72 H 0.48784 1.86390 6.97830  C64 1.096
73 H -2.01052 1.55698 7.49789  C65 1.088
74 H -2.16566 -0.45614 5.75186  C66 1.097
75 H -0.40843 -0.48341 5.74758  C66 1.095
76 H -2.74797 0.38393 3.32080  C68 1.094
77 H -1.02439 -0.05120 3.27351  C68 1.091
78 H -1.61004 1.54024 2.93136  C68 1.093
79 H -1.07203 -1.16846 8.16913  N69 1.008
80 H -2.63711 -0.51267 8.15452  N69 1.012
81 C -5.33312 -1.60465 -0.78383  C82 1.535, H87 1.091, H88 1.089, H89 1.093
82 C -5.97713 -1.39242 0.59355  C81 1.535, C83 1.512, N86 1.487, H90 1.092
83 C -7.12157 -0.41336 0.45873  C82 1.512, O84 1.417, H91 1.106, H92 1.096
84 O -7.70954 -0.09454 1.70810  C83 1.417, C85 1.402
85 C -8.78441 0.79628 1.58107  O84 1.402, H93 1.096, H94 1.097, H95 1.092
86 N -6.44252 -2.71983 1.07588  C82 1.487, H96 1.025, H97 1.017
87 H -4.76502 -2.53591 -0.75444  C81 1.091
88 H -4.68159 -0.76664 -1.02873  C81 1.089
89 H -6.07377 -1.76276 -1.57169  C81 1.093
90 H -5.24712 -1.00460 1.30648  C82 1.092
91 H -7.95937 -0.90344 -0.07231  C83 1.106
92 H -6.84190 0.43455 -0.17717  C83 1.096
93 H -8.56846 1.68414 0.97546  C85 1.096
94 H -8.88384 1.26080 2.56971  C85 1.097
95 H -9.77226 0.40842 1.32196  C85 1.092
96 H -7.21967 -2.45623 1.68978  N86 1.025
97 H -6.93344 -3.20859 0.33108  N86 1.017
98 C 1.11992 -6.10157 2.38136  C99 1.517, H104 1.094, H105 1.100, H106 1.088
99 C 0.86739 -6.14622 0.88668  C98 1.517, C100 1.535, N103 1.479, H107 1.093
100 C -0.05182 -7.29309 0.44485  C99 1.535, O101 1.409, H108 1.099, H109 1.102
101 O 0.67294 -8.45030 0.79136  C100 1.409, C102 1.407
102 C -0.07492 -9.63687 0.68322  O101 1.407, H110 1.099, H111 1.094, H112 1.090
103 N 0.37671 -4.86680 0.33127  C99 1.479, H113 1.021, H114 1.011
104 H 1.79931 -6.89639 2.70387  C98 1.094
105 H 0.24639 -6.39585 2.98133  C98 1.100
106 H 1.35826 -5.15279 2.85841  C98 1.088
107 H 1.76443 -6.25570 0.27207  C99 1.093
108 H -0.29981 -7.27456 -0.62612  C100 1.099
109 H -1.08025 -7.17158 0.82302  C100 1.102
110 H -0.44016 -9.92351 1.67988  C102 1.099
111 H 0.51035 -10.53334 0.45876  C102 1.094
112 H -0.90980 -9.58215 -0.01570  C102 1.090
113 H -0.49409 -4.67998 0.83084  N103 1.021
114 H 0.90983 -4.02065 0.47929  N103 1.011
115 C 5.28629 4.20465 2.11916  C116 1.522, H121 1.089, H122 1.089, H123 1.101
116 C 6.34345 3.46163 1.31459  C115 1.522, C117 1.534, N120 1.479, H124 1.096
117 C 6.46917 1.99383 1.74136  C116 1.534, O118 1.401, H125 1.100, H126 1.100
118 O 7.02642 1.80936 3.01359  C117 1.401, C119 1.402
119 C 8.34779 1.34149 2.97560  O118 1.402, H127 1.096, H128 1.091, H129 1.096
120 N 6.06807 3.70203 -0.11835  C116 1.479, H130 1.017, H131 1.015
121 H 5.50496 4.21147 3.18596  C115 1.089
122 H 4.24899 4.13272 1.79398  C115 1.089
123 H 5.45329 5.25214 1.82459  C115 1.101
124 H 7.32420 3.92568 1.46774  C116 1.096
125 H 6.91351 1.42539 0.91141  C117 1.100
126 H 5.46752 1.54133 1.79386  C117 1.100
127 H 8.48346 0.45825 2.34029  C119 1.096
128 H 8.71196 1.01226 3.94990  C119 1.091
129 H 9.06503 2.08813 2.61559  C119 1.096
130 H 5.18058 3.26034 -0.34358  N120 1.017
131 H 6.80214 3.25046 -0.65437  N120 1.015
132 C -4.02480 -0.53099 -5.54914  C133 1.504, O135 1.437, H136 1.101, H137 1.101
133 C -3.73930 -0.34817 -4.08396  C132 1.504, O134 1.414, H138 1.101, H139 1.100
134 O -3.17982 0.90539 -3.74469  C133 1.414, H140 0.966
135 O -2.87322 -0.34670 -6.38810  C132 1.437, H141 0.962
136 H -4.82596 0.14109 -5.89245  C132 1.101
137 H -4.31649 -1.57319 -5.75224  C132 1.101
138 H -3.01240 -1.12410 -3.79807  C133 1.101
139 H -4.55448 -0.68573 -3.42784  C133 1.100
140 H -3.95954 1.42460 -3.50977  O134 0.966
141 H -3.27614 -0.45302 -7.25472  O135 0.962
142 C 1.68646 5.01434 4.05027  C143 1.528, O145 1.431, H146 1.086, H147 1.101
143 C 0.81445 3.99012 4.77480  C142 1.528, O144 1.435, H148 1.091, H149 1.097
144 O -0.47812 3.84733 4.16782  C143 1.435, H150 0.971
145 O 1.87357 4.70272 2.66636  C142 1.431, H151 0.971
146 H 2.66659 5.18351 4.48605  C142 1.086
147 H 1.06456 5.92244 4.06962  C142 1.101
148 H 0.57406 4.23982 5.80960  C143 1.091
149 H 1.38585 3.05655 4.70797  C143 1.097
150 H -0.83451 2.99821 4.47676  O144 0.971
151 H 0.98168 4.40366 2.42759  O145 0.971
152 C 2.80277 0.80012 -7.08259  C153 1.520, O155 1.416, H156 1.095, H157 1.102
153 C 3.13516 0.53863 -5.62243  C152 1.520, O154 1.388, H158 1.105, H159 1.102
154 O 2.11409 -0.12818 -4.95920  C153 1.388, H160 0.969
155 O 2.09118 2.00477 -7.29807  C152 1.416, H161 0.960
156 H 2.34072 -0.09095 -7.52001  C152 1.095
157 H 3.79649 0.77900 -7.55878  C152 1.102
158 H 3.39300 1.49870 -5.13992  C153 1.105
159 H 4.09553 0.01570 -5.48691  C153 1.102
160 H 2.33185 -0.47047 -4.07882  O154 0.969
161 H 2.54768 2.41146 -8.03838  O155 0.960
162 C -0.12259 4.34812 -2.79507  C163 1.549, O165 1.391, H166 1.098, H167 1.101
163 C 1.04628 4.63900 -3.76835  C162 1.549, O164 1.404, H168 1.094, H169 1.102
164 O 1.31825 3.61899 -4.69443  C163 1.404, H170 0.958
165 O -1.21997 3.78326 -3.43744  C162 1.391, H171 0.958
166 H -0.33842 5.24168 -2.19542  C162 1.098
167 H 0.41195 3.72540 -2.06072  C162 1.101
168 H 1.89491 4.91330 -3.13516  C163 1.094
169 H 0.71863 5.52804 -4.33166  C163 1.102
170 H 2.23315 3.68646 -4.97204  O164 0.958
171 H -2.02659 3.85352 -2.92584  O165 0.958
172 C -2.08292 -2.96815 3.43054  C173 1.540, O175 1.420, H176 1.095, H177 1.090
173 C -3.22391 -2.45036 2.53443  C172 1.540, O174 1.429, H178 1.094, H179 1.094
174 O -4.33332 -3.24146 2.96368  C173 1.429, H180 0.980
175 O -1.63887 -4.24521 2.99655  C172 1.420, H181 0.972
176 H -2.55483 -2.99294 4.41799  C172 1.095
177 H -1.24884 -2.26822 3.39097  C172 1.090
178 H -2.93277 -2.48764 1.48079  C173 1.094
179 H -3.51215 -1.43602 2.82607  C173 1.094
180 H -5.11779 -3.03448 2.41340  O174 0.980
181 H -2.49014 -4.70997 2.93227  O175 0.972
182 C 0.03709 -2.60890 -4.95752  C183 1.517, O185 1.422, H186 1.094, H187 1.097
183 C -0.32635 -2.55442 -6.42910  C182 1.517, O184 1.427, H188 1.102, H189 1.097
184 O 0.01899 -1.39283 -7.18193  C183 1.427, H190 0.960
185 O -0.36928 -1.41170 -4.30687  C182 1.422, H191 0.966
186 H 1.08981 -2.79339 -4.72328  C182 1.094
187 H -0.50118 -3.45294 -4.50829  C182 1.097
188 H -1.42542 -2.60468 -6.37398  C183 1.102
189 H -0.00206 -3.37977 -7.07463  C183 1.097
190 H -0.43125 -1.53074 -8.01811  O184 0.960
191 H -0.21190 -1.52816 -3.36076  O185 0.966

The calculation puts the gap between HOMO and LUMO at 3.7698 eV. As for the charge: -1. The calculation puts the LUMO energy at 0.0709 Ha. Its total energy is -3598.91782 a.u.